Density functional theory data (ωB97M-V/def2-TZVPD) for the molecule C24H50BNO.

The total energy comes out at -29911.9618 eV. The HOMO energy comes out at -8.944 eV. The net charge is 0. The SMILES is CCCCCCCCCCCCCCCCCCBCCN(CC)C(C)=O. Its frontier orbital gap is 9.577 eV. The molar mass is 379.5 g mol⁻¹. The calculation puts the strongest force on any atom at 1.781 eV/Å. Its LUMO energy is 0.63 eV.

XYZ file:
```
77
C24H50BNO (ωB97M-V/def2-TZVPD)
C -3.193 -1.482 2.673
C -2.002 -0.623 3.176
C -2.244 0.881 3.052
C -2.377 1.419 1.598
C -1.714 0.546 0.517
C -1.228 1.361 -0.688
C -2.362 1.886 -1.594
C -2.159 1.621 -3.105
C -3.193 0.668 -3.763
C -2.709 -0.792 -3.949
C -1.909 -1.220 -2.718
C -1.718 -2.746 -2.592
C -0.680 -2.980 -1.476
C -0.797 -4.367 -0.841
C 0.406 -4.682 0.101
C 0.993 -3.491 0.894
C 2.227 -2.832 0.239
C 2.360 -1.317 0.554
B 3.870 -0.892 0.292
C 4.343 0.591 0.037
C 3.955 1.526 1.252
N 2.985 2.535 0.814
C 1.912 2.788 1.796
C 2.257 3.794 2.900
C 3.613 3.732 0.377
C 2.975 4.366 -0.843
O 4.575 4.218 0.878
H -4.033 -0.816 2.475
H -2.906 -2.058 1.797
H -3.522 -2.176 3.441
H -1.918 -0.833 4.244
H -1.068 -0.965 2.738
H -3.184 1.082 3.562
H -1.420 1.397 3.544
H -3.427 1.528 1.336
H -1.870 2.383 1.572
H -2.456 -0.188 0.201
H -0.855 -0.006 0.898
H -0.652 2.180 -0.265
H -0.527 0.742 -1.241
H -2.416 2.963 -1.440
H -3.320 1.488 -1.261
H -2.305 2.583 -3.599
H -1.133 1.347 -3.336
H -3.532 1.090 -4.704
H -4.036 0.613 -3.074
H -2.037 -0.838 -4.809
H -3.560 -1.447 -4.114
H -0.909 -0.803 -2.759
H -2.454 -0.910 -1.830
H -2.686 -3.142 -2.284
H -1.389 -3.165 -3.541
H 0.303 -2.764 -1.889
H -0.925 -2.242 -0.713
H -0.738 -5.086 -1.658
H -1.711 -4.450 -0.259
H 0.084 -5.412 0.840
H 1.216 -5.072 -0.512
H 1.350 -3.892 1.843
H 0.266 -2.716 1.140
H 3.118 -3.289 0.664
H 2.279 -3.010 -0.835
H 2.097 -1.186 1.611
H 1.665 -0.718 -0.042
H 4.686 -1.766 0.255
H 5.414 0.654 -0.149
H 3.821 0.962 -0.848
H 4.896 1.956 1.593
H 3.559 0.899 2.047
H 1.684 1.847 2.286
H 1.033 3.155 1.268
H 3.156 3.532 3.452
H 2.299 4.821 2.549
H 1.440 3.762 3.626
H 2.921 3.596 -1.612
H 3.563 5.202 -1.190
H 1.954 4.659 -0.596
```

These are the Löwdin partial charges, in e, on atoms 1 to 5: atom 1 (C): -0.091, atom 2 (C): -0.266, atom 3 (C): -0.206, atom 4 (C): -0.184, atom 5 (C): -0.225